ORCA calculation (the ωB97M-V functional and the def2-TZVPD basis) on a 5-piece molecular cluster, C6H23NO6 overall.

Output
Energy above the lowest of the compared OMol25 structures with the same formula, charge and spin (kcal per mole): 79.4
Total charge: -1
DFT total energy (eV): -20366.76308
Strongest force on any atom (eV/Å): 2.85
Spin multiplicity: 2
Lowest unoccupied orbital energy (alpha / beta) (eV): 2.58 / 2.57

```
36
Properties=species:S:1:pos:R:3:forces:R:3:mulliken_charge:R:1
C -0.305 -3.350 5.068 -1.23 1.34 -1.14 -0.71
O -1.437 -3.063 4.131 0.48 -2.34 1.56 -0.37
C -1.553 -1.729 3.701 0.57 -0.36 -0.16 0.12
C -2.711 -1.501 2.749 -0.94 -2.18 0.28 -0.89
N -2.507 -2.002 1.394 0.99 1.66 0.66 -0.39
C -1.802 -0.962 0.581 -1.98 -1.64 -0.49 -0.50
C -0.318 -1.204 0.400 -1.14 -0.78 -0.39 -0.72
O 0.012 -0.579 -0.792 0.84 0.53 -1.89 -0.11
C 0.059 -1.395 -2.012 0.10 2.05 1.09 -0.92
H -0.616 -3.121 6.087 -0.03 0.19 0.03 0.26
H 0.538 -2.721 4.782 0.08 0.16 0.09 0.30
H 0.063 -4.376 5.066 -0.67 -0.14 -0.60 0.26
H -0.607 -1.639 3.167 0.14 1.44 0.02 -0.01
H -1.725 -1.076 4.557 0.56 0.34 0.12 0.27
H -3.134 -0.503 2.862 0.49 0.56 -0.37 0.40
H -3.555 -2.135 3.022 -0.02 -0.11 1.11 0.47
H -3.446 -2.195 1.073 0.22 0.14 -0.70 0.27
H -2.134 0.035 0.869 0.55 0.26 0.24 0.23
H -2.246 -1.115 -0.403 0.27 0.22 -0.36 0.32
H -0.203 -2.276 0.235 0.14 -0.32 0.64 0.27
H 0.269 -0.867 1.253 0.34 0.18 -0.30 0.31
H -0.896 -1.739 -2.408 -0.32 -0.88 0.92 0.26
H 0.873 -2.108 -1.878 -0.33 -0.30 -0.46 0.34
H 0.245 -0.654 -2.789 0.89 -0.01 0.09 0.27
O 2.716 3.021 -1.049 -0.64 -0.76 -0.57 -0.90
H 2.441 3.712 -0.447 -0.15 0.57 0.38 0.35
H 3.673 3.052 -1.029 0.85 0.14 0.03 0.41
O 1.570 2.667 -3.815 -0.23 -0.30 -0.24 -1.26
H 2.082 3.204 -3.210 0.34 0.48 0.71 0.37
H 1.661 1.775 -3.480 0.07 -0.19 0.32 0.43
O 0.865 2.909 -6.283 -0.49 0.10 -1.46 -0.79
H 1.028 2.063 -6.701 0.02 -0.10 -0.15 0.30
H 1.198 2.804 -5.392 0.28 0.12 1.02 0.49
O 2.914 5.727 -3.085 -0.70 0.21 -0.28 -0.98
H 3.554 5.944 -2.408 0.37 -0.09 0.54 0.50
H 3.438 5.394 -3.813 0.27 -0.21 -0.28 0.34
```
Forces are in eV/Å.